(1)
This record from OMol25 describes a structure of composition C14H23AgClN2O2. The level of theory is ωB97M-V/def2-TZVPD.

Positions of all 43 atoms, in Å:
Ag  -0.33490  0.39048  0.01940
C  2.93824  0.26050  -0.52374
N  2.08791  -0.47127  0.40950
C  2.11865  -1.89406  0.12181
C  2.48641  -0.17184  1.77874
C  1.52438  -0.67364  2.84960
N  0.22866  -0.02659  2.79921
C  0.24455  1.30693  3.38885
C  -0.82652  -0.84625  3.35832
H  3.99108  -0.06328  -0.44224
H  2.87064  1.32639  -0.31345
H  2.58629  0.11022  -1.54360
H  3.11470  -2.33198  0.31745
H  1.87035  -2.05026  -0.92855
H  1.37689  -2.42678  0.71799
H  2.57853  0.91304  1.86242
H  3.48353  -0.60179  1.98242
H  1.99989  -0.51585  3.83279
H  1.38350  -1.75137  2.74464
H  0.54034  1.27587  4.45475
H  -0.75245  1.74177  3.31508
H  0.91286  1.96861  2.83852
H  -0.68815  -1.03981  4.43866
H  -0.86945  -1.80395  2.83417
H  -1.78550  -0.34728  3.21217
O  0.62157  2.01613  -1.72009
C  0.71304  2.88716  -0.82562
O  0.57703  2.71086  0.42176
H  0.93473  3.92082  -1.15034
Cl  -2.65280  -0.04703  -6.47632
C  -2.58368  -0.14641  -4.72035
C  -2.19843  -1.32589  -4.10781
C  -2.14677  -1.39773  -2.72305
C  -2.47136  -0.30697  -1.89431
C  -2.39895  -0.39051  -0.43424
C  -2.85892  0.87046  -2.56654
C  -2.91646  0.95536  -3.94751
H  -1.94101  -2.18615  -4.71498
H  -1.83484  -2.32784  -2.25720
H  -2.52322  -1.41120  -0.06996
H  -3.10441  0.27176  0.06477
H  -3.09028  1.74891  -1.97348
H  -3.20568  1.88049  -4.42967

Results
DFT total energy: -38489.003 eV
HOMO level: -3.11 eV
total charge: -1
frontier orbital gap: 0.22789 Eh
E_LUMO: 3.087 eV
ΔE to the lowest compared entry with this formula, charge and spin: 0.388 eV



(2)
This record from OMol25 describes a structure of composition C11H10AgF6N4OS in a non-equilibrium geometry. The level of theory is ωB97M-V/def2-TZVPD.

Positions of all 34 atoms, in Å:
Ag  -0.19658  -0.60542  -0.36578
N  0.00250  -4.65238  1.34364
C  -0.52508  -3.50186  0.80507
S  -0.34537  -3.23965  -0.86283
N  -1.27534  -2.78932  1.61564
N  -1.55485  -1.55518  1.25451
C  -2.57030  -0.93505  1.76416
C  -2.79978  0.42846  1.42153
C  -3.81688  1.15727  2.06820
C  -4.01907  2.47619  1.73865
C  -3.20120  3.05767  0.76986
C  -2.23355  2.26672  0.17171
N  -2.03187  0.99416  0.46549
H  0.77926  -5.02807  0.82295
H  0.12099  -4.62166  2.34723
H  -3.25293  -1.41981  2.46226
H  -4.42169  0.66206  2.81723
H  -4.79845  3.05263  2.21971
H  -3.32571  4.09056  0.48055
H  -1.59109  2.67627  -0.59563
C  4.23269  0.19079  -0.99500
C  2.70513  0.35463  -1.20219
O  1.98605  -0.05108  -0.17899
C  2.35639  -0.40749  -2.52036
F  2.94197  0.11547  -3.62641
F  2.76503  -1.67923  -2.47574
F  1.04418  -0.43624  -2.79147
C  2.39951  1.85919  -1.48669
F  3.13000  2.44837  -2.46580
F  1.11703  2.07144  -1.82147
F  2.63016  2.60195  -0.39545
H  4.41937  -0.85726  -0.77127
H  4.53445  0.78476  -0.13638
H  4.79504  0.49111  -1.87694

Results
DFT total energy: -50719.050 eV
HOMO level: -4.35 eV
total charge: -1
frontier orbital gap: 0.26038 Eh
E_LUMO: 2.739 eV



(3)
This record from OMol25 describes an isolated molecule of C7H11BO3 in a non-equilibrium geometry. The level of theory is ωB97M-V/def2-TZVPD.

Positions of all 22 atoms, in Å:
C  -2.65910  -2.29575  -0.43944
O  -2.69633  -1.16926  0.49101
C  -1.88730  -0.12034  0.16698
C  -2.05804  1.11237  0.53275
C  -1.22631  2.19200  0.13639
C  0.06318  2.10677  -0.09651
C  0.91951  1.01664  0.21460
C  2.18669  0.81258  -0.27894
B  2.98862  -0.47218  0.21103
O  2.30852  -1.46562  0.88211
O  4.29033  -0.74550  -0.30924
H  -1.63449  -2.55498  -0.74953
H  -3.28099  -2.12372  -1.31794
H  -3.23959  -3.18534  0.05023
H  -0.93392  -0.35185  -0.35004
H  -2.99159  1.40833  1.13948
H  -1.64991  3.19517  0.20295
H  0.51189  2.93428  -0.56150
H  0.71387  0.22593  0.89055
H  2.62280  1.57508  -0.98785
H  3.06218  -2.03052  0.94721
H  4.58997  -0.06410  -0.77430

Results
SMILES: CO/C=C/C=C\C=C\B(O)O
DFT total energy: -14255.949 eV
HOMO level: -7.92 eV
total charge: 0
frontier orbital gap: 0.30242 Eh
E_LUMO: 0.312 eV
ΔE to the lowest compared entry with this formula, charge and spin: 3.190 eV



(4)
This record from OMol25 describes an isolated molecule of C19H30N4O4S. The level of theory is ωB97M-V/def2-TZVPD.

Positions of all 58 atoms, in Å:
C  -0.88022  -5.22107  2.39249
C  -1.67527  -3.97209  2.62584
C  -1.35707  -2.67609  2.14885
C  -2.32797  -1.80404  2.60324
C  -2.59722  -0.34645  2.61401
O  -3.40996  0.08248  3.42950
N  -1.95283  0.47555  1.73958
C  -2.08916  1.91667  1.89316
C  -0.74223  2.61842  2.05235
C  0.15154  2.53641  0.80844
N  0.99695  1.34980  0.65965
C  2.27224  1.45285  1.35402
C  3.34149  0.56728  0.71888
N  3.53637  0.89284  -0.68407
C  4.18864  2.03044  -1.02781
O  4.82921  2.68825  -0.22526
C  4.05512  2.43557  -2.48845
C  5.39472  2.97431  -3.04177
C  5.53896  4.41854  -2.57092
S  3.90799  5.11072  -2.79807
O  3.56581  6.01490  -1.73297
O  3.77747  5.53811  -4.17062
C  3.00509  3.55443  -2.62777
C  0.36109  0.06054  0.93315
C  -1.13500  0.01047  0.63446
N  -3.20473  -2.54730  3.34607
C  -2.83218  -3.85400  3.36909
C  -3.62110  -4.88626  4.10174
H  -1.52314  -6.09366  2.27270
H  -0.28175  -5.13040  1.48563
H  -0.19320  -5.42812  3.21598
H  -0.49091  -2.43507  1.55561
H  -2.60345  2.32430  1.01478
H  -2.72436  2.08152  2.75865
H  -0.94630  3.67169  2.25942
H  -0.21750  2.22330  2.92697
H  -0.47728  2.64417  -0.08039
H  0.82937  3.39088  0.79709
H  2.62539  2.48308  1.29152
H  2.19102  1.19585  2.42222
H  4.28768  0.72594  1.23346
H  3.08990  -0.49043  0.79211
H  2.86971  0.52363  -1.34041
H  3.74189  1.56755  -3.06984
H  6.22833  2.36517  -2.69558
H  5.36960  2.94107  -4.13153
H  5.77646  4.47959  -1.51268
H  6.22266  5.01035  -3.17567
H  2.42197  3.45184  -3.54005
H  2.34180  3.63791  -1.76848
H  0.85994  -0.70700  0.33112
H  0.49760  -0.23277  1.98581
H  -1.42999  -1.00561  0.39032
H  -1.36322  0.62413  -0.24078
H  -3.96489  -2.11128  3.84387
H  -3.14740  -5.86058  4.00042
H  -3.68544  -4.65733  5.16728
H  -4.63866  -4.96488  3.71420

Results
SMILES: Cc1cc(C(=O)N2CCCN(CCNC(=O)[C@@H]3CCS(=O)(=O)C3)CC2)[nH]c1C
DFT total energy: -45176.368 eV
HOMO level: -8.20 eV
total charge: 0
frontier orbital gap: 0.31484 Eh
E_LUMO: 0.364 eV
ΔE to the lowest compared entry with this formula, charge and spin: 0.849 eV



(5)
This record from OMol25 describes a cluster of 2 separate species, CH5O4P2 in total in a non-equilibrium geometry. The level of theory is ωB97M-V/def2-TZVPD.

Positions of all 12 atoms, in Å:
C  -0.85884  1.49389  -1.54313
O  -0.01765  -1.87775  -0.99994
O  1.57209  -0.04720  -0.29893
O  -0.05194  -2.04702  2.04347
O  0.95803  0.33517  2.12138
P  -0.41573  -0.44490  1.83482
P  0.14636  -0.47555  -0.42306
H  -1.14963  2.09204  -0.65794
H  -0.06675  1.72339  -2.34481
H  -1.72396  1.10116  -2.13386
H  0.35044  -2.33963  1.24273
H  1.25759  0.48639  1.15928

Results
DFT total energy: -27888.374 eV
HOMO level: -4.09 eV
total charge: -1
frontier orbital gap: 0.29701 Eh
E_LUMO: 3.991 eV
ΔE to the lowest compared entry with this formula, charge and spin: 1.449 eV



(6)
This record from OMol25 describes an isolated molecule of C4H8P2 in a non-equilibrium geometry. The level of theory is ωB97M-V/def2-TZVPD.

Positions of all 14 atoms, in Å:
C  2.77428  0.21886  -0.00002
C  1.40102  -0.37553  0.04084
C  0.26632  0.44264  0.14122
C  -0.99864  -0.02084  0.27532
P  -2.63153  0.86454  -0.34646
P  -4.11025  -0.69549  -0.00596
H  2.68899  1.26202  -0.23426
H  3.61803  -0.19080  -0.56739
H  3.16349  0.33044  1.01718
H  1.42171  -1.43219  0.13265
H  0.46453  1.57161  -0.01741
H  -1.31555  -1.06766  0.43721
H  -5.35957  0.04577  0.03318
H  -4.18338  -1.01823  -1.47616

Results
SMILES: C/C=C/C=P#[PH2]
DFT total energy: -22851.785 eV
HOMO level (spin up / spin down): -8.00 / -7.89 eV
total charge: 0
frontier orbital gap (spin up / spin down): 0.27485 / 0.25550 Eh
E_LUMO (spin up / spin down): -0.522 / -0.937 eV
ΔE to the lowest compared entry with this formula, charge and spin: 2.663 eV